This record from the OMol25 dataset describes C11H21CoF6N3O10 as an isolated structure at a distorted geometry. The level of theory is wB97M-V/def2-TZVPD.

XYZ file:
```
52
Properties=species:S:1:pos:R:3:forces:R:3
Co -0.35089 0.00761 -0.03156 0.1 -0.8 -0.4
F 0.54096 3.63424 -1.70992 -0.7 0.2 0.3
F -0.19671 -4.24127 -2.10990 -0.2 0.3 0.3
F 1.42889 -3.71009 -0.84864 -0.2 -0.5 1.0
F -1.23166 4.77940 -1.05698 0.5 0.0 0.2
F 0.54136 4.51898 0.24962 -1.3 -0.2 -0.4
F -0.25634 -5.07423 -0.14811 1.1 0.3 0.4
O -1.20154 1.61656 -1.05241 -1.0 0.9 -2.0
O -0.10533 1.89706 0.74936 0.0 0.4 -0.2
O -0.06803 -2.11424 0.78137 -0.1 -0.9 1.7
O -4.18888 -0.77493 2.19087 -0.1 0.0 -0.1
O 3.17836 1.50306 -1.27804 0.8 0.3 0.2
O -2.33997 -0.25998 1.20939 -0.5 -0.4 -0.2
O 3.44023 -1.74642 0.49026 0.1 0.1 0.3
O 1.29506 0.52537 -1.47053 -0.3 -0.4 -0.5
O -0.84386 -1.69597 -1.14959 0.5 0.3 -0.3
O 2.22385 -0.06668 1.05039 0.3 0.1 0.6
N 2.33892 0.93944 -1.92218 -0.5 -0.4 -0.2
N 3.28976 -0.64901 0.99417 -0.2 -0.3 -0.9
N -3.21443 -0.08594 2.04622 0.9 0.5 0.2
C -2.16321 1.91098 -2.05539 -1.1 0.0 -0.7
C -0.27935 3.91636 -0.64652 1.4 -0.6 -0.4
C -0.92139 2.61551 -0.10255 1.3 -1.8 3.1
C -0.72052 -2.75365 -0.29090 -0.6 2.6 -1.3
C 2.56123 0.76566 -3.38100 0.2 1.2 -0.5
C -0.11030 -1.86348 3.17875 0.8 -1.0 0.1
C -2.97062 1.07139 2.97674 -0.3 -0.4 -0.9
C -2.33541 0.81787 -3.08453 0.0 -1.0 -0.2
C 0.10964 -2.83040 2.01181 0.7 1.4 0.7
C 4.51415 0.02964 1.49607 0.1 0.0 -0.1
C 0.11514 -3.95078 -0.81650 -1.2 0.2 -1.7
H -1.80215 2.88155 0.50213 -0.6 0.5 -0.7
H -1.97434 2.85634 -2.57048 0.5 0.0 0.2
H 4.84023 -0.52654 2.37134 -0.2 0.3 0.2
H 3.62635 0.86773 -3.56648 0.1 -0.6 0.1
H -3.01621 1.95745 2.34622 -0.2 0.1 0.1
H -3.15703 2.04902 -1.61099 0.1 0.0 0.4
H 5.30158 -0.08323 0.75548 -0.2 -0.1 -0.2
H 1.17651 -3.07130 2.02003 -0.2 -0.7 0.1
H -0.53464 -3.69178 2.18472 0.0 -0.1 -0.7
H -1.75005 -3.03789 -0.03760 0.3 -0.9 0.5
H 0.26974 -2.40169 4.05412 -0.1 0.1 0.1
H -1.48104 0.54265 -3.70648 0.3 0.6 0.1
H -3.14638 1.11303 -3.75287 0.0 0.1 0.0
H 0.55876 -1.01335 3.04608 -0.5 0.4 0.0
H -1.15820 -1.65374 3.37745 0.0 0.4 -0.2
H -2.61612 -0.15169 -2.66417 -0.1 0.2 0.4
H -3.77424 1.00723 3.70016 0.4 0.3 0.3
H -1.93191 0.97472 3.27947 -0.2 -0.1 0.5
H 2.04720 -0.09579 -3.78742 0.2 -0.2 0.3
H 4.28073 1.07813 1.64206 0.0 -0.1 0.3
H 2.16206 1.66709 -3.85255 -0.4 -0.1 0.2
```
Positions in Å, forces in eV/Å.

LUMO energy (alpha / beta)   -0.139 / -0.147 eV
⟨S²⟩   3.756
Multiplicity   4
Calculated total energy   -90615.6389 eV
Total charge   0